[1]
47
Properties=species:S:1:pos:R:3:forces:R:3 method="wB97M-V/def2-TZVPD" smiles="C=C(C)c1cccc(C(C)(C)NC(=O)Nc2ccc(OC)nc2)c1" mol_weight_g_mol=325.4 spin_multiplicity=1 charge=0 homo_lumo_gap_ev=8.87
C -6.012902 -1.384182 -0.488974 -0.007 0.011 0.001
C -5.770822 -0.083431 -0.368671 -0.273 -0.105 -0.022
C -6.883573 0.924907 -0.346494 -0.007 -0.086 -0.032
C -4.396809 0.438290 -0.265897 0.290 0.084 0.037
C -4.032171 1.633373 -0.877840 -0.118 -0.104 0.021
C -2.735049 2.098844 -0.773407 0.096 0.081 0.012
C -1.794133 1.390944 -0.051225 -0.083 0.026 0.020
C -2.135081 0.195034 0.572145 -0.068 0.139 -0.068
C -1.077746 -0.528895 1.390211 -0.078 -0.218 0.074
C -1.438717 -1.983787 1.707523 -0.031 0.190 -0.110
C -0.851880 0.246274 2.693207 0.035 -0.089 -0.191
N 0.178746 -0.495721 0.640899 0.079 0.162 0.361
C 0.266156 -1.000633 -0.618114 0.472 -0.159 -0.152
O -0.667523 -1.428457 -1.261358 -0.334 -0.131 -0.068
N 1.540398 -1.014685 -1.164747 -0.103 -0.274 -0.526
C 2.729213 -0.444411 -0.722123 0.491 0.214 0.259
C 2.788375 0.755700 -0.000067 0.212 -0.090 -0.164
C 4.011477 1.250826 0.390835 0.249 -0.142 -0.016
C 5.164905 0.538921 0.039175 -0.362 -0.253 -0.227
O 6.355742 1.018420 0.440024 -0.221 0.250 0.159
C 7.490108 0.270977 0.045771 0.297 -0.195 -0.106
N 5.121601 -0.570931 -0.679849 0.501 0.470 0.246
C 3.943498 -1.042777 -1.049283 -0.548 0.006 0.119
C -3.436265 -0.263333 0.460736 0.083 0.095 0.022
H -5.219997 -2.109056 -0.549624 0.220 -0.111 -0.031
H -7.017136 -1.767410 -0.561464 -0.220 -0.006 0.037
H -6.707851 1.672601 0.425071 -0.037 0.081 0.028
H -6.949590 1.439040 -1.305019 -0.034 0.118 -0.036
H -7.836978 0.437161 -0.159584 -0.070 0.002 -0.019
H -4.753212 2.191140 -1.455735 -0.095 0.054 -0.035
H -2.454525 3.022311 -1.259644 0.021 0.060 -0.042
H -0.783861 1.766704 0.020122 0.094 0.017 0.006
H -0.589272 -2.470936 2.184592 0.042 0.006 0.065
H -1.672226 -2.511621 0.786890 -0.041 -0.086 -0.027
H -2.286256 -2.037088 2.384472 -0.120 -0.049 0.084
H -0.525303 1.261725 2.482366 0.021 0.113 -0.012
H -0.099988 -0.247428 3.306854 0.097 -0.066 0.100
H -1.780603 0.295473 3.255297 -0.061 -0.012 0.049
H 1.022343 -0.463758 1.192255 -0.012 -0.020 -0.048
H 1.598275 -1.568487 -2.007932 -0.182 0.107 0.112
H 1.886275 1.305076 0.220280 -0.053 0.038 0.024
H 4.103490 2.171211 0.943225 -0.010 0.109 0.064
H 7.552968 0.210892 -1.042911 0.046 -0.019 0.079
H 8.351251 0.800325 0.447763 -0.052 -0.017 -0.014
H 7.443570 -0.743111 0.448954 0.053 0.063 -0.046
H 3.973146 -1.946561 -1.644202 -0.150 -0.134 -0.051
H -3.735806 -1.176327 0.947885 -0.026 -0.130 0.064


[2]
47
Properties=species:S:1:pos:R:3:forces:R:3 method="wB97M-V/def2-TZVPD" smiles=CCCCn1cnc2cc(NCc3cccc(OC)c3O)ccc21 mol_weight_g_mol=325.4 spin_multiplicity=1 charge=0 homo_lumo_gap_ev=8.08
C 5.318078 -3.343736 -0.796315 -0.174 0.008 -0.177
C 4.043252 -3.643510 -1.576053 0.036 -0.162 0.095
C 3.115454 -4.614966 -0.844767 -0.002 0.268 0.029
C 2.355304 -3.966965 0.319880 0.298 -0.533 -0.121
N 1.397513 -2.998965 -0.138141 -0.225 0.118 -0.018
C 0.178960 -3.268577 -0.681473 -0.001 -0.014 0.034
N -0.475887 -2.221328 -1.078445 -0.527 -0.027 -0.257
C 0.346332 -1.156285 -0.799980 0.747 -0.277 0.365
C 0.140619 0.200103 -1.013509 0.144 0.210 0.093
C 1.138604 1.081742 -0.620257 -0.080 -0.379 -0.104
N 1.052672 2.447485 -0.849452 0.329 0.552 -0.028
C -0.230841 3.096984 -1.022605 -0.059 -0.117 0.008
C -1.143737 2.925110 0.170913 -0.341 -0.164 -0.192
C -0.738918 3.331085 1.438126 -0.137 -0.013 0.039
C -1.540552 3.120673 2.539357 0.178 0.084 0.029
C -2.771138 2.494038 2.402862 -0.259 -0.139 -0.078
C -3.195056 2.088826 1.151312 -0.086 -0.061 -0.103
O -4.388743 1.460811 0.871089 0.576 0.251 -0.291
C -5.231231 1.130821 1.945235 -0.223 -0.097 0.216
C -2.379555 2.306596 0.027579 -0.005 0.128 0.338
O -2.810220 1.909521 -1.200381 -0.041 -0.041 -0.039
C 2.316392 0.590053 -0.023185 0.053 -0.028 0.062
C 2.534977 -0.752445 0.189167 0.098 -0.027 0.066
C 1.538530 -1.630430 -0.205928 -0.481 0.468 -0.231
H 5.949476 -2.659078 -1.357272 0.113 0.072 0.029
H 5.096828 -2.885622 0.164287 0.043 0.071 0.155
H 5.878958 -4.258814 -0.616036 0.094 -0.068 0.049
H 3.507856 -2.713749 -1.778715 -0.022 -0.006 -0.116
H 4.317117 -4.081033 -2.538435 -0.049 0.067 -0.039
H 3.697176 -5.454475 -0.458272 -0.005 -0.092 -0.005
H 2.381295 -5.011021 -1.550275 -0.017 -0.087 0.062
H 1.822854 -4.743980 0.879416 0.095 0.154 0.036
H 3.049396 -3.470142 1.000699 -0.103 -0.046 0.046
H -0.195469 -4.272824 -0.754252 0.001 -0.264 0.022
H -0.773350 0.532269 -1.471782 -0.193 0.091 -0.081
H 1.702509 2.978750 -0.287155 -0.097 -0.060 -0.085
H -0.717997 2.691647 -1.910683 0.053 0.161 0.003
H -0.036920 4.159750 -1.194837 -0.047 -0.122 -0.060
H 0.218461 3.817329 1.555222 0.131 0.039 0.012
H -1.215706 3.440491 3.517676 0.026 0.029 0.082
H -3.384529 2.331727 3.274704 -0.095 -0.036 0.051
H -5.579869 2.025822 2.470489 0.031 -0.039 -0.020
H -6.084193 0.616905 1.504419 0.033 0.031 0.096
H -4.731610 0.462983 2.653862 -0.011 0.039 -0.027
H -3.651657 1.448499 -1.080040 0.018 0.003 -0.005
H 3.075410 1.300068 0.276126 0.078 0.062 0.017
H 3.449788 -1.092962 0.651480 0.105 -0.009 0.040


[3]
48
Properties=species:S:1:pos:R:3:forces:R:3 method="wB97M-V/def2-TZVPD" smiles="CCOCCCNC(=O)/C(=C/c1ccc[nH]1)NC(=O)c1ccccc1" mol_weight_g_mol=341.4 spin_multiplicity=1 charge=0 homo_lumo_gap_ev=7.82
C -0.981412 6.593224 -2.228291 0.101 -0.205 0.393
C -0.409310 6.048190 -0.930055 0.151 0.192 -0.184
O -1.347181 5.165272 -0.358630 -0.224 -0.102 -0.084
C -0.919070 4.605663 0.860145 0.000 -0.082 0.366
C -2.034765 3.738502 1.438412 0.186 0.087 -0.441
C -2.550825 2.709260 0.426719 -0.157 0.155 0.402
N -1.495969 1.866402 -0.086836 0.109 0.250 -0.183
C -1.144363 0.714516 0.509436 -0.023 0.056 -0.240
O -1.782296 0.236981 1.443645 -0.087 0.014 0.149
C 0.039518 -0.028330 -0.034186 0.466 0.375 -0.414
C 1.038581 0.630383 -0.666896 -0.728 -0.281 0.357
C 2.309125 0.251457 -1.186924 0.512 0.307 -0.142
C 3.321747 1.131902 -1.568888 -0.441 -0.147 0.150
C 4.403130 0.363803 -2.000060 0.194 -0.191 -0.078
C 4.024848 -0.957560 -1.884370 0.391 0.048 -0.068
N 2.779215 -1.012901 -1.380057 -0.167 -0.063 0.027
N -0.055307 -1.349654 0.432993 -0.299 -0.027 0.575
C 0.177011 -2.573797 -0.083162 0.123 0.127 -0.097
O 0.813321 -2.804887 -1.105451 -0.022 -0.036 -0.081
C -0.382057 -3.689226 0.733621 -0.126 -0.377 0.055
C -1.553075 -3.576529 1.479434 0.128 0.027 -0.077
C -2.024377 -4.664425 2.192449 -0.070 -0.045 0.083
C -1.337748 -5.867361 2.172109 -0.044 -0.003 0.017
C -0.180591 -5.989481 1.420541 0.016 -0.034 0.015
C 0.289247 -4.909113 0.698801 0.029 0.168 -0.068
H -1.915438 7.111055 -2.029573 -0.086 0.087 -0.021
H -0.277608 7.284840 -2.682319 0.049 0.079 -0.085
H -1.178591 5.778457 -2.919540 -0.009 -0.054 -0.111
H 0.538469 5.517382 -1.120154 -0.089 0.068 0.058
H -0.196062 6.871523 -0.229643 0.001 -0.117 -0.057
H -0.009195 4.003013 0.699431 -0.073 0.069 0.022
H -0.661690 5.403802 1.574471 0.014 -0.102 -0.086
H -2.869532 4.374376 1.732387 -0.031 0.034 0.097
H -1.653989 3.225209 2.321892 -0.027 0.003 0.067
H -3.281040 2.060687 0.916100 0.014 0.106 -0.159
H -3.015824 3.227405 -0.412558 -0.011 -0.106 0.051
H -0.958469 2.225633 -0.857320 -0.044 -0.198 0.000
H 0.891234 1.699451 -0.767029 -0.067 -0.012 0.027
H 3.272928 2.202936 -1.526103 -0.080 0.205 0.033
H 5.348030 0.725998 -2.354397 0.172 0.013 -0.070
H 4.569240 -1.849777 -2.125037 0.046 -0.165 -0.046
H 2.181060 -1.837871 -1.313930 -0.040 -0.011 0.003
H -0.704093 -1.327976 1.226636 0.289 -0.102 -0.177
H -2.122435 -2.657681 1.491400 -0.035 0.109 0.000
H -2.935376 -4.572680 2.765113 -0.071 0.010 0.032
H -1.709609 -6.710694 2.735024 -0.032 -0.063 0.043
H 0.352704 -6.928110 1.394667 0.047 -0.065 -0.001
H 1.183431 -4.990249 0.099014 0.046 -0.002 -0.055


[4]
49
Properties=species:S:1:pos:R:3:forces:R:3 method="wB97M-V/def2-TZVPD" mol_weight_g_mol=373.5 spin_multiplicity=1 charge=0 homo_lumo_gap_ev=9.79
C 1.288329 -5.030007 0.397264 2.606 -2.861 -3.636
C 0.429366 -3.923249 0.040221 -1.314 -5.345 10.849
C -0.588127 -3.546778 0.921139 -3.021 -2.389 5.108
C -1.592198 -2.649467 0.678177 -1.840 -0.052 1.116
C -1.497777 -2.042901 -0.600658 -12.328 4.875 9.884
C -0.574716 -2.209726 -1.308675 10.225 -0.313 -11.749
C 0.288005 -3.275209 -0.945892 4.728 7.326 -17.366
H 1.143898 -3.332768 -1.945233 -2.117 -0.454 2.995
H -0.509129 -1.490752 -2.344567 0.294 -2.416 2.905
S -2.653747 -0.590542 -0.748631 -5.115 0.300 -7.070
O -2.362199 0.339604 -1.927327 0.476 -3.217 1.947
O -4.132176 -0.964399 -0.767915 4.259 -0.155 0.513
N -2.409323 0.190439 0.528087 -0.053 5.840 5.449
C -1.165074 1.187785 0.642339 0.249 -8.646 -2.468
H -0.435799 0.421548 0.056447 -0.540 2.377 1.670
C -1.368451 2.365833 -0.090011 2.870 0.326 -6.775
C 0.105445 2.893293 -0.122180 0.698 7.517 2.444
O 0.355399 3.856800 0.704018 -0.373 -3.933 -2.289
N 1.015135 2.673197 -1.184689 -11.191 -2.626 0.403
H 0.577631 1.801199 -1.520223 1.089 0.139 -0.991
C 2.290868 2.716338 -1.092833 8.056 3.720 3.039
C 2.871694 1.554773 -0.334339 6.138 -1.551 -2.667
N 2.195183 0.520534 -0.270218 -4.931 -3.640 2.447
C 2.663059 -0.666503 0.309039 5.180 5.907 -3.806
C 4.064607 -0.685339 0.208224 -2.843 -11.037 6.714
C 4.980810 0.264460 0.260820 -1.401 -2.203 -0.516
C 4.363581 1.235406 -0.207940 -2.271 15.782 -2.911
H 4.999736 2.459964 -0.386033 -1.544 -3.721 0.574
H 5.871035 0.142141 0.614393 5.411 -0.489 1.418
H 4.484925 -1.830427 0.896404 -1.116 2.980 -2.542
H 2.040514 -1.426135 0.202232 -2.452 -3.593 0.310
H 2.738431 2.967865 -2.098595 0.225 -0.465 1.279
H 2.544051 3.582248 -0.279384 -0.433 -1.133 -2.317
H -1.573962 1.999932 -1.266102 0.355 0.955 3.039
C -2.444467 3.193017 0.379290 3.632 7.876 2.601
C -3.675514 2.668876 0.393559 -4.106 -9.847 -3.226
C -3.526350 1.160238 0.950626 -1.628 -1.195 5.938
H -4.438761 0.544867 1.276714 0.730 0.939 -2.024
H -3.400981 1.396219 2.202766 1.009 -0.631 -3.032
H -4.101349 2.362462 -0.581793 0.146 1.088 -0.254
H -4.444982 2.971351 0.961744 -2.323 2.027 2.083
H -2.655022 4.250706 0.035144 1.526 -0.810 -0.799
H -2.244571 3.494259 1.427955 0.491 -0.389 0.015
H -0.952346 1.202730 1.661857 0.414 0.341 1.639
H -2.552777 -2.329259 1.318785 2.679 -1.286 -1.119
H -0.677693 -4.294266 1.834959 0.067 2.081 -1.410
H 0.847417 -6.096047 0.133612 0.518 2.255 0.245
H 1.665112 -5.187789 1.397886 0.028 0.813 0.247
H 2.153240 -4.846534 -0.410483 -1.159 -1.070 2.096


[5]
49
Properties=species:S:1:pos:R:3:forces:R:3 method="wB97M-V/def2-TZVPD" smiles="CC(=O)N1CCc2oc(=O)n(C(=O)NCCCCc3ccccc3)c2C1" mol_weight_g_mol=357.4 spin_multiplicity=1 charge=0 homo_lumo_gap_ev=9.14
C 7.666129 0.008877 -0.129414 -2.267 -1.201 1.350
C 6.107559 -0.427216 -0.102954 -0.672 -1.462 -0.023
O 5.711600 -1.450292 -0.701283 1.459 2.374 0.866
N 5.157808 0.255647 0.685929 0.254 0.597 0.673
C 5.445020 1.311630 1.702033 1.362 1.105 -4.141
C 4.598195 2.595536 1.405797 -1.787 -1.237 1.570
C 3.158156 2.207001 1.071433 -0.896 -5.081 -1.392
O 2.052372 3.012182 0.998812 -0.870 1.054 0.608
C 0.918022 2.262791 0.813307 2.605 -1.721 -0.112
O -0.189575 2.630451 0.768707 -2.339 1.954 0.028
N 1.305256 0.920245 0.641464 2.290 1.928 0.090
C 0.458623 -0.110776 0.359866 0.464 -6.244 -1.197
O 0.956559 -1.233095 -0.015104 -1.098 3.678 1.505
N -0.893123 -0.001649 0.558942 -0.042 0.885 0.298
C -1.591952 -0.847227 1.568766 1.239 0.191 0.583
C -3.020515 -1.178119 1.180320 -0.371 -1.919 -1.122
C -2.981045 -1.892967 -0.227155 -1.020 0.357 0.583
C -4.390000 -2.365875 -0.804528 4.015 2.193 -1.850
C -5.070788 -1.200024 -1.448896 -1.299 -0.496 1.110
C -6.058264 -0.502675 -0.694923 2.483 -0.512 -3.185
C -6.717516 0.494289 -1.335726 -0.863 0.423 0.145
C -6.517826 0.776824 -2.652838 0.570 -0.776 -2.148
C -5.556890 0.090762 -3.441392 -1.534 0.784 1.724
C -4.828574 -0.898374 -2.766316 -1.104 2.053 -0.876
C 2.731515 0.894090 0.746193 2.854 3.272 1.281
C 3.786419 -0.215061 0.633680 -1.568 0.464 -1.810
H 7.842070 1.043548 -0.390445 -0.026 0.236 0.302
H 8.097224 -0.321800 0.860615 -0.308 0.736 -1.009
H 8.068839 -0.626048 -0.887589 0.318 -0.354 -0.480
H 5.466678 1.092677 2.740188 -0.453 -0.958 0.811
H 6.483054 1.579634 1.387090 -0.583 0.080 0.863
H 4.582887 3.117134 2.374494 0.062 0.472 -0.508
H 4.996689 3.177960 0.617243 0.626 0.710 -0.616
H -1.178919 0.963189 0.575962 -0.229 0.212 0.294
H -1.452719 -0.408589 2.574512 -0.655 0.508 -0.362
H -0.954973 -1.722630 1.723064 -0.429 -0.403 -0.717
H -3.450619 -1.947544 1.873590 0.439 0.835 -0.162
H -3.746630 -0.336177 1.134277 0.784 -0.256 0.104
H -2.396996 -1.275363 -0.893114 -0.633 0.813 -0.633
H -2.344527 -2.749603 -0.323786 0.440 -0.914 1.216
H -4.958937 -2.804489 -0.067341 -1.238 -1.208 1.537
H -4.005796 -3.058100 -1.568368 -0.989 -0.193 0.161
H -6.094666 -0.747806 0.291932 -0.771 -0.531 2.675
H -7.529381 1.049734 -0.941468 -0.504 0.321 1.087
H -7.269453 1.414601 -3.084122 0.257 0.483 -0.456
H -5.513574 0.332682 -4.505708 0.450 -0.309 0.376
H -4.052728 -1.276185 -3.341505 1.409 -1.525 -0.585
H 3.593240 -0.935526 1.365941 -0.224 -1.351 1.233
H 3.582072 -0.698276 -0.330183 0.395 -0.068 0.306


no.,calculated total energy (eV)
1,-28642.13396
2,-28641.92583
3,-30689.69382
4,-41506.92335
5,-32735.02185